DFT (ωB97M-V/def2-TZVPD) results for the molecule C6H10O3S in a non-equilibrium geometry.

Computed properties:
* HOMO level: -9.1 eV
* energy above the lowest of the compared OMol25 structures with the same formula, charge and spin: 417.7 kJ/mol
* E_tot: -23356.345 eV

XYZ file:
```
20
Properties=species:S:1:pos:R:3:lowdin_charge:R:1
C 1.192 1.495 -0.098 0.1894
C 1.438 0.440 0.627 -0.3540
C 0.617 -0.835 0.288 -0.1794
C -0.346 0.378 -1.412 -0.2336
C 2.493 0.279 1.573 -0.0660
C -3.030 -0.225 -1.606 -0.0751
O -2.201 2.228 -1.039 -0.3314
O -1.752 0.615 0.795 -0.3214
O 0.192 -0.801 -1.027 -0.1244
S -1.860 0.889 -0.614 0.6351
H 1.556 2.511 -0.193 0.0752
H 1.229 -1.775 0.489 0.1493
H -0.263 -0.842 1.019 0.1314
H -0.287 0.382 -2.521 0.1273
H 2.834 -0.642 1.790 0.0414
H 2.186 0.597 2.575 0.1098
H 3.361 0.784 1.270 0.0801
H -2.569 0.217 -2.538 0.0754
H -2.922 -1.150 -1.240 0.0100
H -4.038 0.136 -1.463 0.0608
```

DFT (ωB97M-V/def2-TZVPD) results for the molecule C6H10O4 in a non-equilibrium geometry.

Computed properties:
* SMILES: CC(=O)/C=C\[C@@](C)(O)OO
* HOMO level: -9.5 eV
* energy above the lowest of the compared OMol25 structures with the same formula, charge and spin: 479.8 kJ/mol
* E_tot: -14569.339 eV

XYZ file:
```
20
Properties=species:S:1:pos:R:3:lowdin_charge:R:1
C -0.672 -0.560 1.254 -0.0005
C 0.560 -0.097 0.994 0.0068
C -1.885 -0.405 0.291 -0.3983
C 0.709 1.030 -0.001 -0.6383
C -1.988 -1.562 -0.717 -0.0218
C 2.224 1.234 -0.441 0.0262
O -0.039 0.785 -1.163 0.0420
O -2.659 0.542 0.467 0.0525
O -0.874 2.680 0.314 0.0263
O 0.408 2.188 0.630 -0.0687
H -0.661 -1.396 2.038 0.1381
H 1.416 -0.372 1.558 0.1087
H -0.974 -2.170 -0.910 0.1358
H -2.541 -1.221 -1.628 0.0964
H -2.582 -2.316 -0.177 0.0804
H 2.224 2.137 -1.177 0.1228
H 2.755 0.441 -0.847 0.0522
H 2.643 1.646 0.494 0.0912
H -1.442 1.889 0.338 0.0485
H 0.093 1.539 -1.707 0.0998
```

DFT (ωB97M-V/def2-TZVPD) results for the molecule C6H10OS in a non-equilibrium geometry.

Computed properties:
* SMILES: SC[C@@H]1CC[C@@H]2O[C@H]12
* HOMO level: -9.0 eV
* energy above the lowest of the compared OMol25 structures with the same formula, charge and spin: 428.7 kJ/mol
* E_tot: -19262.587 eV

XYZ file:
```
18
Properties=species:S:1:pos:R:3:lowdin_charge:R:1
C -1.732 0.442 0.477 -0.6172
C -0.253 0.653 0.609 -0.3453
C 0.521 1.136 -0.633 -0.1646
C 1.794 0.261 -0.854 -0.1227
C 1.438 -1.096 -0.036 -0.2522
C 0.294 -0.816 0.820 -0.2068
H -2.466 -1.784 -0.117 -0.0319
H -2.120 1.544 0.478 0.0964
H -2.187 0.360 1.503 0.0744
H 0.034 1.161 1.656 0.1837
H 0.823 2.138 -1.029 0.1167
H -0.384 0.767 -1.341 0.1350
H 2.674 0.861 -0.393 0.1311
H 1.918 -0.241 -1.846 0.1141
H 2.317 -1.982 0.016 0.1911
H 0.120 -1.348 1.784 0.1527
O 0.138 -1.630 -0.450 -0.0943
S -2.928 -0.426 -0.643 0.6400
```

DFT (ωB97M-V/def2-TZVPD) results for the molecule C6H10S in a non-equilibrium geometry.

Computed properties:
* SMILES: C=C[C@H]1S[C@H]1CC
* HOMO level: -8.6 eV
* energy above the lowest of the compared OMol25 structures with the same formula, charge and spin: 157.4 kJ/mol
* E_tot: -17217.992 eV

XYZ file:
```
17
Properties=species:S:1:pos:R:3:lowdin_charge:R:1
C 1.998 0.614 0.114 -0.1113
C 1.384 -0.644 -0.483 -0.2617
C 0.310 -1.243 0.396 -0.6008
C -1.046 -0.677 0.536 -0.5480
C -1.651 0.264 -0.442 -0.2404
C -2.303 1.339 -0.026 0.0028
H 2.779 1.025 -0.582 0.0835
H 1.253 1.398 0.249 0.0700
H 2.619 0.468 1.017 0.0768
H 2.158 -1.368 -0.808 0.1188
H 0.881 -0.313 -1.411 0.1028
H 0.653 -1.633 1.343 0.0984
H -1.604 -0.588 1.505 0.1283
H -1.365 0.112 -1.483 0.0983
H -2.340 1.630 1.034 0.0703
H -2.750 1.972 -0.792 0.0563
S -0.975 -2.355 -0.168 0.8559
```